This record from OMol25 describes a cluster of 3 separate species, C18H36N4O4 in total. The level of theory is ωB97M-V/def2-TZVPD.

ORCA input file:
```
! wB97M-V def2-TZVPD RIJCOSX def2/J DEFGRID3
* xyz 0 1
C 2.134 -2.259 3.481
C 3.332 -2.842 2.714
C 3.126 -2.966 1.199
N 3.347 -1.784 0.372
N 2.510 -0.691 0.744
C 3.198 0.340 1.530
C 2.249 1.424 2.014
O 2.250 2.483 1.067
C 1.976 -0.127 -0.479
O 2.620 0.128 -1.443
O 0.652 0.134 -0.368
C -0.192 -0.988 -0.675
C -1.620 -0.731 -0.175
C -1.756 0.230 1.014
C -1.852 -0.451 2.386
O -3.006 -0.007 3.104
H 1.557 -3.048 3.968
H 1.468 -1.715 2.811
H 2.448 -1.563 4.263
H 4.232 -2.244 2.898
H 3.567 -3.838 3.097
H 3.802 -3.723 0.791
H 2.108 -3.319 1.002
H 4.326 -1.506 0.380
H 3.988 0.815 0.928
H 3.658 -0.160 2.382
H 2.562 1.773 3.003
H 1.242 0.997 2.103
H 1.858 3.268 1.462
H 0.235 -1.877 -0.196
H -0.171 -1.143 -1.755
H -2.234 -0.379 -1.006
H -2.030 -1.703 0.114
H -0.917 0.926 1.011
H -2.659 0.829 0.894
H -0.949 -0.281 2.980
H -1.954 -1.535 2.261
H -2.734 0.465 3.894
C 2.211 1.879 -4.429
C 3.498 2.673 -4.591
C 3.750 3.112 -6.038
C 3.931 1.973 -6.940
N 4.082 1.080 -7.645
H 2.248 0.952 -5.004
H 2.054 1.613 -3.385
H 1.349 2.456 -4.773
H 4.347 2.081 -4.245
H 3.467 3.572 -3.972
H 4.639 3.740 -6.110
H 2.906 3.700 -6.407
C -5.614 -0.858 1.120
C -6.973 -0.333 1.558
C -7.854 0.082 0.375
C -7.264 1.185 -0.386
N -6.804 2.055 -0.978
H -5.052 -0.086 0.593
H -5.019 -1.162 1.980
H -5.723 -1.714 0.450
H -6.843 0.524 2.222
H -7.511 -1.095 2.125
H -8.843 0.395 0.709
H -7.992 -0.759 -0.309
*
```

The SMILES is CCCNN(CCO)C(=O)OCCCCO.CCCC#N.CCCC#N. The frontier orbital gap comes out at 9.59 eV.

The computed Löwdin charges, all in e, follow:
1. C -0.111
2. C -0.242
3. C -0.218
4. N -0.022
5. N -0.079
6. C -0.139
7. C -0.231
8. O -0.051
9. C -0.504
10. O 0.174
11. O -0.031
12. C -0.143
13. C -0.151
14. C -0.160
15. C -0.244
16. O -0.082
17. H 0.069
18. H 0.046
19. H 0.068
20. H 0.094
21. H 0.099
22. H 0.113
23. H 0.110
24. H 0.122
25. H 0.136
26. H 0.107
27. H 0.120
28. H 0.103
29. H 0.091
30. H 0.119
31. H 0.130
32. H 0.111
33. H 0.108
34. H 0.095
35. H 0.109
36. H 0.106
37. H 0.111
38. H 0.081
39. C -0.104
40. C -0.260
41. C -0.199
42. C -0.243
43. N 0.139
44. H 0.076
45. H 0.050
46. H 0.077
47. H 0.112
48. H 0.107
49. H 0.114
50. H 0.118
51. C -0.108
52. C -0.257
53. C -0.196
54. C -0.243
55. N 0.142
56. H 0.065
57. H 0.061
58. H 0.079
59. H 0.113
60. H 0.107
61. H 0.116
62. H 0.119